Entry 1:
21
Properties=species:S:1:pos:R:3:forces:R:3:nbo_charge:R:1 method="wB97M-V/def2-TZVPD" orbital_gap_ev=8.679 molar_mass_g_mol=179.22 homo_energy_ev=-8.908 e_above_lowest_kj_mol=0.0 e_lumo_ev=-0.2
H -0.08489 -0.17113 2.15777 -0.488 0.836 1.541 0.3782
N -0.16117 -0.58807 1.27509 -0.798 -1.560 -1.005 -0.6243
C -1.27198 -0.84338 0.71012 1.406 -0.075 1.010 0.1847
C -2.63465 -0.48702 0.99195 -3.298 0.141 1.737 -0.5945
S -2.94929 0.94607 -0.10518 -0.124 0.431 0.067 -0.0004
C -1.10021 -1.52362 -0.61462 2.683 -0.123 -0.389 0.7166
O -1.98254 -1.99216 -1.26176 -0.524 -0.156 -0.472 -0.5540
O 0.21934 -1.51899 -0.92485 -1.005 -0.203 0.486 -0.6907
H -3.35924 -1.20978 0.57580 0.769 -0.166 0.410 0.2726
H -2.99746 -0.28910 2.08174 1.210 -0.146 -1.927 0.2495
H -3.47178 1.63706 0.89550 -0.124 0.571 0.071 0.1291
H 0.62527 -1.07445 -0.08467 -0.343 -0.687 -1.151 0.5239
C 2.97301 0.41758 -1.27903 1.201 -0.307 -1.079 -0.6706
C 1.57563 0.85774 -0.89507 -0.329 1.597 2.145 -0.2707
C 1.22254 1.25225 0.40627 1.675 -1.266 -5.482 0.2040
F 2.09911 0.99058 1.38267 -0.279 0.585 0.711 -0.3411
H 3.43497 0.83867 -2.27840 -1.402 -0.260 1.919 0.2276
H 3.62573 0.74564 -0.45540 0.098 -0.390 -0.445 0.2234
H 3.12310 -0.68782 -1.46060 -0.496 0.942 0.571 0.2295
H 0.83806 0.96377 -1.69564 0.126 0.181 0.490 0.2213
H 0.27648 1.73616 0.57829 0.044 0.055 0.792 0.1860


Entry 2:
15
Properties=species:S:1:pos:R:3:forces:R:3:nbo_charge:R:1 method="wB97M-V/def2-TZVPD" orbital_gap_ev=7.967 molar_mass_g_mol=102.11 charge=-1 homo_energy_ev=-3.812 e_above_lowest_kj_mol=189.8 e_lumo_ev=4.2
O 2.03694 0.26934 -0.63627 0.614 0.120 0.268 -0.7547
C 0.92841 0.32380 -0.08137 -1.220 -0.486 -0.677 0.6227
N -0.25992 0.33959 -0.68221 -0.437 -0.463 0.160 -0.9158
C -2.46391 0.14348 -0.69490 -0.206 -0.504 1.063 0.2902
O -2.88139 -0.35830 -1.72822 0.306 0.302 -0.034 -0.6682
C 0.77973 0.19486 1.45974 0.642 -1.023 -0.063 -0.4961
C 1.84163 -0.78638 1.97393 1.037 0.204 0.534 -0.6137
H -0.29399 0.02922 -1.65245 0.847 0.586 -0.076 0.3416
H -2.36219 1.20504 -0.48572 -0.250 0.443 -0.438 0.1135
H -2.38597 -0.43999 0.24514 -0.040 -0.116 -0.221 0.0879
H 0.89428 1.11932 2.01138 -0.169 0.428 -0.104 0.1937
H -0.20141 -0.24851 1.60378 -0.226 0.402 0.282 0.2051
H 1.61241 -1.84895 1.86623 -0.187 0.129 -0.378 0.1902
H 2.16194 -0.67913 3.02319 -0.652 0.238 0.045 0.1746
H 2.77157 -0.56333 1.44766 -0.060 -0.261 -0.363 0.2292


Entry 3:
43
Properties=species:S:1:pos:R:3:forces:R:3:nbo_charge:R:1 method="wB97M-V/def2-TZVPD" orbital_gap_ev=10.543 molar_mass_g_mol=229.29 charge=+1 homo_energy_ev=-13.118 e_above_lowest_kj_mol=154.4 e_lumo_ev=-2.6
C 1.10776 0.51851 1.74674 0.212 -0.801 0.084 -0.2472
N -0.22448 0.97903 2.17702 0.937 -0.172 -0.644 -0.6665
C -0.87760 1.84306 1.19172 -1.285 0.312 -0.155 -0.2362
C -2.33452 2.06780 1.59955 -0.160 -0.250 0.681 -0.6205
C 1.04947 -0.80330 0.96326 -0.763 0.748 -0.564 -0.2405
N -0.08496 -1.68573 1.40367 0.982 0.230 0.770 -0.5570
C 0.32143 -2.70404 2.39451 0.768 -1.613 -0.100 -0.4299
H 1.62765 1.26134 1.13573 -0.031 -0.023 -0.095 0.2182
H 1.73616 0.33604 2.61397 -0.120 0.209 0.363 0.2073
H -0.00854 1.55333 2.97195 -0.361 0.294 0.526 0.3812
H -0.38014 2.80740 1.06109 0.217 -0.068 0.145 0.1961
H -0.95074 1.41286 0.19252 0.624 -0.435 0.038 0.1983
H -2.72416 2.97130 1.16956 -0.193 0.458 -0.212 0.2289
H -2.46424 2.13597 2.68543 0.259 0.310 -0.011 0.2025
H -3.01188 1.25979 1.32197 0.220 -0.186 -0.294 0.2074
H 1.98010 -1.35983 0.98652 0.037 -0.023 0.195 0.2257
H 0.84356 -0.60502 -0.07800 -0.064 0.155 -0.094 0.2424
H -0.50247 -2.11626 0.57641 -0.274 0.032 -0.011 0.4718
H -0.78079 -1.10342 1.90861 -0.065 -0.236 -0.694 0.4825
H 1.35330 -3.03363 2.24958 0.023 0.480 -0.241 0.2175
H -0.22359 -3.63524 2.25718 -0.537 0.274 0.044 0.2353
H 0.22718 -2.38188 3.41626 -0.293 0.437 0.145 0.2404
H 0.76760 -1.66131 -2.50756 -0.396 -0.447 0.071 0.4702
H 1.83922 -1.50120 -1.57240 -0.272 -0.435 0.281 0.5094
O 1.02825 -2.05609 -1.66106 0.431 0.421 -0.667 -0.9898
H -1.81738 0.06868 -2.69369 -0.341 0.194 -0.109 0.4852
H -2.38052 1.37314 -3.37634 -0.377 -0.134 0.015 0.4951
O -1.59079 0.91298 -3.09649 0.814 -0.111 0.201 -0.9719
H -1.72143 -0.12153 3.15443 0.193 -0.133 0.052 0.4951
H -2.87139 -1.00004 3.61533 -0.051 -0.326 -0.007 0.4957
O -1.97331 -1.05579 3.27115 -0.380 0.594 0.236 -0.9778
H 1.39233 2.52261 -2.09653 0.403 0.632 -0.114 0.5040
H 2.31475 3.59466 -1.33541 -0.492 -0.777 -0.274 0.4972
O 1.85379 2.73515 -1.26398 0.114 0.247 0.369 -0.9967
H -2.54090 -2.61645 -1.43606 -0.099 -0.077 0.224 0.4873
H -1.10639 -3.16109 -1.43950 -0.507 0.462 0.625 0.4986
O -1.77368 -2.72105 -0.86210 0.720 -0.384 -0.776 -0.9721
H 2.67878 0.37986 -2.86851 -0.034 -0.091 0.246 0.5012
H 2.47268 0.98911 -1.47779 0.137 -0.449 -0.263 0.5097
O 2.52166 0.12349 -1.94545 0.222 0.686 0.031 -1.0079
H 0.80771 2.40485 -4.55909 -0.129 -0.507 0.393 0.4944
H 0.35420 1.34105 -3.48623 -1.043 -0.140 -0.215 0.5021
O 1.10616 1.75606 -3.90033 0.954 0.645 -0.193 -0.9866